*one*
{"formula": "C5H11N2", "method": "the ωB97M-V functional and the def2-TZVPD basis", "homo_lumo_gap_ev": 9.09, "total_charge": 1, "smiles": "C[C@@H](N)C1=[N+](C)C1", "species": ["H", "N", "H", "N", "H", "H", "H", "H", "H", "H", "C", "C", "H", "C", "C", "C", "H", "H"], "positions_angstrom": [[-0.35558, -1.68932, 2.22518], [-0.57351, -0.74917, -2.08928], [2.42884, -0.36480, -0.00744], [0.78469, -0.44641, 1.07885], [-1.95095, 1.98214, -0.62126], [-0.19122, 1.96764, -0.65950], [-0.95442, 1.73105, -2.04255], [2.16459, 0.90565, 1.49318], [0.39311, -0.68554, -2.22038], [2.59833, -0.88487, 1.86116], [-1.06688, -0.09419, -0.84904], [-1.01196, 1.43714, -1.05312], [-2.16125, -0.35541, -0.79503], [-0.27246, -0.63298, 1.99513], [-0.33248, -0.45688, 0.46060], [2.14821, -0.20893, 1.12364], [-1.02161, -1.60338, -2.43900], [-0.62546, 0.14826, 2.53887]]}

=====

*two*
{"formula": "C5H11N2", "method": "the ωB97M-V functional and the def2-TZVPD basis", "homo_lumo_gap_ev": 11.00, "total_charge": 1, "smiles": "C=C1C[N@@+]1(C)NC", "species": ["H", "C", "H", "H", "N", "C", "H", "C", "H", "N", "H", "H", "H", "H", "H", "C", "H", "C"], "positions_angstrom": [[-2.91672, 0.74742, -0.16711], [0.57572, -0.60006, -0.77095], [-1.99280, -0.64067, -0.22329], [0.97991, 1.44169, -1.22109], [0.28382, 0.24671, 0.41457], [0.84400, -0.00205, 1.72314], [0.01528, 0.28072, 2.46714], [0.49404, -1.84191, -1.18617], [-0.82804, 2.00184, 0.34398], [-0.96328, 0.91852, 0.50004], [-0.09681, -2.62141, -0.69068], [0.93791, -2.10300, -2.10176], [-1.83632, 0.75351, -1.48390], [0.89357, -1.03524, 1.97395], [1.81566, 0.59314, 1.87182], [1.28731, 0.66324, -0.65445], [2.44343, 0.77020, -0.29012], [-1.93668, 0.42736, -0.50512]]}

=====

Most stable to least stable: *one*, *two*

=====

*one*
{"formula": "C4H9NO3", "method": "the ωB97M-V functional and the def2-TZVPD basis", "homo_lumo_gap_ev": 7.68, "species": ["H", "H", "C", "H", "H", "N", "H", "C", "H", "O", "O", "C", "H", "H", "H", "C", "O"], "positions_angstrom": [[2.10638, 1.35916, -0.15266], [-1.25358, -0.99478, -0.33249], [0.37797, 0.40430, 0.03396], [1.03914, -0.90297, 1.71833], [-2.13320, -0.46235, -3.31382], [1.65872, 0.44613, -0.28026], [0.05777, -1.09022, -2.98677], [-0.36339, -0.40276, -2.25589], [-0.24832, 1.30070, -0.12361], [-0.84258, -0.44630, 2.00366], [0.89074, 0.93406, 2.48386], [0.28841, -0.10070, 1.68050], [0.36457, -1.63469, -0.59695], [0.23247, 0.52295, -2.25016], [1.56523, 1.32674, 1.91202], [-0.27764, -0.76697, -0.74847], [-1.72710, -0.11128, -2.51872]]}

=====

*two*
{"formula": "C4H9NO3", "method": "the ωB97M-V functional and the def2-TZVPD basis", "homo_lumo_gap_ev": 11.08, "smiles": "CCC(=O)NC=O.O", "species": ["H", "O", "H", "O", "H", "H", "C", "N", "C", "H", "H", "H", "C", "H", "O", "C", "H"], "positions_angstrom": [[-2.06793, 1.52036, -0.24200], [-0.53018, 1.34551, -0.82224], [1.91108, 0.61759, 1.79221], [-0.20367, -2.78596, 0.82742], [1.35516, 2.05647, 0.93856], [-2.65144, 1.41728, 1.09807], [0.23712, 0.40642, -0.73959], [-0.34942, -0.81993, -0.28708], [1.68834, 0.60183, -0.59750], [1.98935, 1.48056, -1.11263], [-1.43032, -0.77963, 0.07268], [2.23964, -0.18448, -0.72392], [0.36309, -1.97017, 0.11608], [1.38884, -1.98922, -0.16578], [-2.91171, 1.32201, 0.24010], [2.01483, 1.12698, 0.81145], [3.05575, 1.55766, 0.84749]]}

=====

Most stable to least stable: *two*, *one*

=====

*one*
{"formula": "C4H9NO3", "method": "the ωB97M-V functional and the def2-TZVPD basis", "homo_lumo_gap_ev": 4.27, "species": ["C", "H", "H", "H", "N", "H", "H", "C", "H", "H", "O", "H", "H", "O", "C", "O", "C"], "positions_angstrom": [[2.06372, -0.08277, 0.62593], [-0.37512, -1.39366, -1.20671], [-1.38931, 1.79489, 1.56330], [2.08936, -2.22680, 0.90580], [0.33090, 1.35162, 0.51355], [-1.97827, 1.22634, -1.05453], [3.30594, -1.36227, -0.41849], [-1.08179, 1.36956, 0.56903], [2.44798, 0.78938, 0.14227], [-2.69127, -0.12643, -2.63059], [-2.37502, -0.14930, -1.75467], [-1.42751, 0.19519, 0.54287], [-0.87551, -1.83005, -0.88655], [-1.72905, 1.96386, -0.45108], [0.82564, 0.28923, 1.15877], [0.35160, -0.46289, 2.07632], [2.50772, -1.34592, 0.30478]]}

=====

*two*
{"formula": "C4H9NO3", "method": "the ωB97M-V functional and the def2-TZVPD basis", "homo_lumo_gap_ev": 9.90, "smiles": "N[C@H](CCO)C(=O)O", "species": ["H", "C", "H", "C", "N", "O", "H", "H", "O", "H", "O", "H", "C", "H", "C", "H", "H"], "positions_angstrom": [[0.12586, -0.19778, -1.68928], [0.49084, 0.00254, 0.54253], [0.01979, 1.39498, -1.03586], [-0.24254, 0.44331, -0.75715], [0.28465, -1.36667, 0.97611], [2.76414, 0.03804, -0.61631], [3.55277, 1.04651, 1.35449], [-0.39905, -1.45154, 1.76843], [-2.40269, -0.57692, -1.57694], [-2.11633, 0.20467, 0.37152], [2.51482, 0.88945, 1.38935], [0.23415, -2.19497, 0.30438], [2.06964, 0.10636, 0.36201], [-2.02130, 1.40484, -1.03940], [-1.76261, 0.39433, -0.63566], [-3.20958, -0.85030, -1.09097], [0.09746, 0.71313, 1.37274]]}

=====

*three*
{"formula": "C4H9NO3", "method": "the ωB97M-V functional and the def2-TZVPD basis", "homo_lumo_gap_ev": 4.66, "species": ["N", "C", "H", "C", "H", "O", "H", "H", "H", "H", "C", "O", "O", "H", "C", "H", "H"], "positions_angstrom": [[1.90801, -1.17950, -0.60243], [-0.78411, -0.28986, -0.56765], [-0.22628, 0.34940, -1.21981], [-0.86755, 0.49425, 0.86038], [0.02106, 2.40070, -2.35736], [-2.40023, -1.34482, 1.08046], [-0.37730, -1.27263, -0.70272], [2.93754, -1.26514, -0.90456], [-0.78202, 1.56929, 0.73150], [1.48761, -1.62720, 1.45535], [-2.03366, -0.31894, 0.24672], [-0.18888, 1.88099, -1.60352], [1.81842, 0.53805, 1.06357], [-2.88907, 0.34811, -0.12442], [1.72387, -0.82202, 0.66783], [1.44408, 0.36213, 0.00323], [-0.79149, 0.17719, 1.97341]]}

=====

Most stable to least stable: *two*, *one*, *three*

=====

*one*
{"formula": "C4H9NO3", "method": "the ωB97M-V functional and the def2-TZVPD basis", "homo_lumo_gap_ev": 10.69, "smiles": "CCC(=O)NC=O.O", "species": ["O", "H", "C", "N", "H", "H", "C", "C", "H", "H", "H", "H", "O", "C", "H", "H", "O"], "positions_angstrom": [[3.11069, 1.54042, -2.18276], [-1.33447, -1.81125, 2.02105], [0.17463, -1.03070, 0.91314], [0.59744, -0.76220, -0.52290], [-2.10633, 1.20271, 1.15209], [-1.83258, -1.40649, 0.33309], [-1.27908, -1.00502, 1.17796], [0.03681, 0.12627, -1.42455], [-0.70174, 0.99535, 1.96900], [-0.81071, 0.70892, -1.04731], [2.55811, 0.81670, -1.94681], [1.30728, -1.27377, -1.02836], [0.44609, 0.44627, -2.54342], [-1.62294, 0.48309, 1.58500], [2.48499, 2.17074, -2.53492], [-2.12013, 0.35760, 2.56530], [1.09195, -1.55867, 1.51438]]}

=====

*two*
{"formula": "C4H9NO3", "method": "the ωB97M-V functional and the def2-TZVPD basis", "homo_lumo_gap_ev": 10.20, "smiles": "C[C@@H](O)[C@H](N)C(=O)O", "species": ["H", "H", "H", "H", "C", "H", "O", "H", "O", "C", "O", "H", "H", "C", "N", "H", "C"], "positions_angstrom": [[-0.75076, -1.98093, -1.08277], [1.11095, -1.84150, -0.36388], [1.01140, -1.67634, -2.09010], [-1.50694, 1.28837, -1.48729], [0.28274, -1.44664, -1.04881], [-0.61907, 2.42653, 0.68224], [-1.00188, 0.27311, -1.71786], [0.91859, 0.50217, -0.95051], [1.18968, 1.36890, 1.89999], [-0.05914, 0.03337, -0.76509], [1.26402, -1.02977, 1.58435], [2.35930, -1.36080, 1.85835], [-1.08368, -0.62788, 1.05410], [0.68280, 0.32330, 1.51820], [-1.32283, 1.63945, 0.61328], [-1.89975, 1.81641, -0.29861], [-0.57543, 0.29225, 0.59444]]}

=====

Most stable to least stable: *one*, *two*

=====

*one*
{"formula": "C4H9NO3", "method": "the ωB97M-V functional and the def2-TZVPD basis", "homo_lumo_gap_ev": 9.96, "smiles": "CC(N)=O.COC=O", "species": ["O", "H", "O", "N", "C", "H", "H", "H", "H", "C", "C", "H", "C", "O", "H", "H", "H"], "positions_angstrom": [[2.89835, 0.84686, -0.83214], [-0.69261, -1.65062, 1.19623], [-3.72464, -1.04681, 0.88233], [-2.12191, 0.26901, 0.01147], [-1.49597, -1.21574, 1.78586], [-1.16657, 0.58520, 0.01994], [2.51514, 1.55835, 0.96749], [3.21155, 0.43191, -2.78889], [-1.08574, -0.40714, 2.38590], [-2.57200, -0.67420, 0.86637], [2.00369, 1.15494, 0.07892], [-2.77381, 0.69925, -0.62254], [2.41441, 0.30633, -2.06097], [0.81478, 1.03343, -0.01552], [1.51369, 0.83511, -2.37733], [2.18239, -0.75256, -1.93435], [-1.92077, -1.97334, 2.43722]]}

=====

*two*
{"formula": "C4H9NO3", "method": "the ωB97M-V functional and the def2-TZVPD basis", "homo_lumo_gap_ev": 10.19, "smiles": "N[C@@H](CO)CC(=O)O", "species": ["H", "H", "C", "H", "H", "H", "O", "C", "C", "N", "H", "C", "H", "O", "H", "H", "O"], "positions_angstrom": [[-2.05288, -0.61562, -1.07642], [2.80561, -0.76158, 2.37697], [1.23340, -1.07748, 1.27827], [0.65491, 1.94960, -0.99781], [-1.81228, 1.15443, -1.92678], [-0.13492, 0.48127, 1.67924], [1.70817, -2.02547, 0.71309], [-0.09217, -0.04064, -0.56062], [-0.30100, 1.52452, -0.69840], [-1.08326, -0.78051, -1.24454], [0.89177, -0.15739, -1.01098], [-0.02974, -0.35873, 0.99156], [-0.88931, -0.96014, 1.31693], [1.93096, -0.42910, 2.27114], [-0.88535, -1.70197, -1.59782], [-0.74360, 1.90705, 0.22331], [-1.20031, 1.89177, -1.73714]]}

=====

*three*
{"formula": "C4H9NO3", "method": "the ωB97M-V functional and the def2-TZVPD basis", "homo_lumo_gap_ev": 9.82, "smiles": "N[C@H]1[C@@H](O)[C@]1(O)CO", "species": ["O", "C", "O", "H", "C", "H", "H", "O", "H", "H", "H", "H", "C", "H", "C", "N", "H"], "positions_angstrom": [[1.64894, 0.24441, -1.18145], [-0.17895, -0.20677, 0.21681], [0.77910, -0.78365, 0.98619], [1.65569, -0.83206, 0.62546], [-1.51444, -0.90478, 0.38884], [-0.37582, -2.36178, 0.50648], [0.26425, 2.66541, 1.56499], [-1.27582, -2.25915, 0.17291], [1.81709, 0.87311, -0.20116], [-1.73952, -0.59419, 1.49806], [0.50422, 3.21382, -0.36072], [-1.47136, 1.52922, -0.35262], [-0.36342, 1.23337, -0.13498], [-0.25195, 0.12864, -2.02529], [0.26837, 0.27232, -1.03830], [0.48500, 2.28528, 0.38621], [-2.28468, -0.59687, -0.37410]]}

=====

Most stable to least stable: *one*, *two*, *three*

=====

*one*
{"formula": "C4H9NO3", "method": "the ωB97M-V functional and the def2-TZVPD basis", "homo_lumo_gap_ev": 9.72, "smiles": "CNO[C@H](C)C(=O)O", "species": ["H", "H", "H", "H", "H", "C", "C", "C", "C", "H", "O", "O", "H", "N", "O", "H", "H"], "positions_angstrom": [[2.64193, -1.78114, -0.25779], [-3.03537, -1.34064, 0.18134], [-0.17642, 0.82547, 1.01111], [-1.65293, -2.31739, -0.05940], [1.45606, 2.13211, -1.16231], [0.95351, 2.09042, -0.19821], [-1.95102, -1.31939, 0.27594], [0.37792, 0.69868, 0.06863], [1.25759, -0.65613, 0.42884], [-1.98424, -0.08212, -1.32042], [1.84986, -1.31737, -0.57122], [-0.05577, 0.17885, -1.15280], [-1.67975, -1.19372, 1.32479], [-1.39812, -0.22729, -0.49863], [1.59186, -0.83976, 1.57052], [1.67326, 2.34494, 0.57575], [0.13162, 2.80447, -0.21615]]}

=====

*two*
{"formula": "C4H9NO3", "method": "the ωB97M-V functional and the def2-TZVPD basis", "homo_lumo_gap_ev": 10.33, "smiles": "O=CCCNC=O.O", "species": ["H", "C", "O", "N", "H", "H", "H", "O", "C", "H", "C", "H", "O", "H", "H", "H", "C"], "positions_angstrom": [[-0.54634, 1.12939, -0.54551], [0.50773, -0.03596, 0.93233], [-2.40776, 2.94927, 0.72850], [-0.55927, 0.31369, 0.07089], [-1.54978, -1.59512, 0.33610], [0.14208, -0.17873, 1.96381], [2.47241, -0.79834, 1.36864], [-2.37858, -0.45603, -0.98358], [1.58891, -1.17168, 0.64746], [1.41348, -2.24427, 1.01927], [-1.60755, -0.64367, -0.13100], [-2.15788, 3.42959, -0.25526], [3.24510, -0.68065, -0.82948], [1.27830, 0.91070, 0.92491], [1.66197, -1.46666, -1.64942], [-2.26000, 2.21317, 0.51280], [2.14266, -1.16474, -0.69795]]}

=====

Most stable to least stable: *two*, *one*

=====

*one*
{"formula": "C7H11N", "method": "the ωB97M-V functional and the def2-TZVPD basis", "homo_lumo_gap_ev": 9.36, "smiles": "C1=C([C@H]2CN2)CCC1", "species": ["H", "C", "H", "H", "N", "H", "C", "H", "H", "H", "C", "C", "C", "H", "H", "H", "C", "C", "H"], "positions_angstrom": [[-0.33075, -1.83755, -0.24852], [0.40924, -0.98906, -0.12826], [-2.00255, -0.92078, -1.26721], [2.87949, 0.31693, 1.30204], [-2.52010, -0.27620, 0.78980], [-3.10366, 0.27628, -1.23969], [0.00001, 0.33559, -0.08517], [-1.60914, 1.76378, 0.30367], [2.24841, -1.70247, 0.91724], [1.31154, 1.79084, -1.03976], [2.49909, 0.29381, 0.16707], [1.25942, 1.30929, -0.10149], [1.95301, -1.11338, -0.06783], [-1.93271, -1.15560, 1.16986], [1.04133, 2.05510, 0.68158], [3.29090, 0.47459, -0.53317], [-1.46726, 0.72051, 0.07501], [-2.40065, -0.15058, -0.62946], [2.33071, -1.56486, -0.95381]]}

=====

*two*
{"formula": "C7H11N", "method": "the ωB97M-V functional and the def2-TZVPD basis", "homo_lumo_gap_ev": 9.39, "species": ["C", "H", "H", "C", "H", "H", "H", "N", "C", "C", "H", "C", "C", "H", "H", "H", "C", "H", "H"], "positions_angstrom": [[-0.22092, -1.41547, 0.11867], [0.65838, -0.55314, -1.63012], [-0.33152, -2.59911, 0.38600], [-1.53923, 0.24780, -0.54724], [-2.21625, 1.28707, -0.46777], [-1.22245, 0.01020, 1.47342], [2.69035, -1.52084, -0.33512], [0.13551, 2.11751, 0.04387], [2.18068, -0.47723, -0.08006], [-0.20551, -0.25183, 1.17318], [-2.85225, -1.44208, -0.08175], [-0.04244, 0.70989, 0.03094], [0.88376, -0.40676, -0.60481], [0.47962, 2.52780, -0.83190], [2.35636, 0.06816, 0.90329], [2.68928, 0.28723, -0.74559], [-1.54322, -0.95000, -0.34159], [-0.81317, 2.36675, 0.61822], [0.53434, 0.00687, 1.90976]]}

=====

Most stable to least stable: *one*, *two*

=====

*one*
{"formula": "C3H5N3", "method": "the ωB97M-V functional and the def2-TZVPD basis", "homo_lumo_gap_ev": 9.50, "smiles": "[H]/N=C/C(N)=C=N", "species": ["N", "H", "C", "C", "N", "C", "H", "N", "H", "H", "H"], "positions_angstrom": [[-1.63775, -0.66492, -0.13226], [2.69813, -1.29681, -0.26226], [0.83790, -0.99036, -0.13662], [-0.11356, 1.15640, 0.36526], [0.06864, 2.26899, 0.83648], [-0.32812, -0.11001, 0.02978], [0.56751, -2.05282, -0.20614], [2.02678, -0.53416, -0.18320], [0.25848, 3.01254, 0.16538], [-2.03316, -0.46962, -1.04599], [-2.28243, -0.32791, 0.57283]]}

=====

*two*
{"formula": "C3H5N3", "method": "the ωB97M-V functional and the def2-TZVPD basis", "homo_lumo_gap_ev": 10.23, "smiles": "Nc1cc[nH]n1", "species": ["H", "H", "H", "N", "H", "C", "C", "N", "N", "C", "H"], "positions_angstrom": [[-1.75077, -2.11117, 0.00451], [0.29264, -0.50899, -1.92766], [2.29341, 1.30888, 0.05708], [-1.05030, -0.54353, 1.05962], [1.14668, 2.26235, -0.67760], [0.44150, 0.42839, -0.05185], [0.01343, -0.62421, -0.87219], [-0.20152, 0.48694, 1.11041], [1.45390, 1.31297, -0.49758], [-1.02471, -1.26783, -0.08082], [-1.61425, -0.74380, 1.87609]]}

=====

Most stable to least stable: *two*, *one*